C5H7NO as an isolated structure in a non-equilibrium geometry, computed with ωB97M-V/def2-TZVPD.

XYZ file:
```
14
Properties=species:S:1:pos:R:3:nbo_charge:R:1
O 2.302 0.524 -0.040 -0.534
C 1.608 0.761 -1.008 0.314
C 0.295 0.094 -0.200 -0.033
C -0.901 -0.551 -0.816 -0.267
N -1.300 -0.488 0.645 -0.351
C -0.672 0.899 0.656 -0.246
C 0.083 -1.008 0.956 -0.221
H 2.276 1.095 -1.911 0.174
H -1.455 0.107 -1.483 0.187
H -0.796 -1.570 -1.202 0.191
H -1.229 1.661 0.109 0.188
H -0.394 1.233 1.665 0.201
H 0.382 -0.812 1.997 0.203
H 0.207 -2.071 0.712 0.195
```

- ΔE to the lowest compared entry with this formula, charge and spin (kJ/mol) = 577.3
- Kohn-Sham gap (Eh) = 0.3431
- energy (hartree) = -324.50459
- HOMO level (eV) = -8.4